Here is the molecule C3H9ISi in a non-equilibrium geometry from the Open Molecules 2025 dataset. Energies are from ωB97M-V with the def2-TZVPD basis set.

Summary:
HOMO energy   -9.41 eV
SMILES   C[Si](C)(C)I
Energy above the lowest of the compared OMol25 structures with the same formula, charge and spin   0.0 kJ/mol
Maximum force   0.07844 Eh/bohr

Last columns: bonded neighbours and bond lengths (Å).
Element x y z (Å)
1 I 1.0407 -0.1875 2.9595  Si2 2.491
2 Si 0.2542 -0.0354 0.6011  I1 2.491, C3 1.891, C4 1.834, C5 1.967
3 C 0.6405 -1.6096 -0.3721  Si2 1.891, H9 1.014, H10 1.114, H11 1.174
4 C -1.5516 0.1748 0.8427  Si2 1.834, H7 1.172, H8 1.129, H12 1.141
5 C 1.1798 1.4545 -0.2894  Si2 1.967, H6 1.068, H13 1.082, H14 1.103
6 H 0.9233 2.4014 0.1319  C5 1.068
7 H -1.8288 1.3013 0.6782  C4 1.172
8 H -1.9683 0.0195 1.8803  C4 1.129
9 H 1.3992 -2.1497 0.0294  C3 1.014
10 H -0.2850 -2.2250 -0.4407  C3 1.114
11 H 0.9909 -1.4002 -1.4731  C3 1.174
12 H -2.0837 -0.4818 0.0755  C4 1.141
13 H 1.0268 1.7441 -1.3210  C5 1.082
14 H 2.2525 1.2329 -0.1568  C5 1.103